[1]
{"formula": "C52H44BF4N2O9S", "method": "the ωB97M-V functional and the def2-TZVPD basis", "species": ["S", "F", "F", "F", "F", "O", "O", "O", "O", "O", "O", "O", "O", "O", "N", "N", "C", "C", "C", "C", "C", "C", "C", "C", "C", "C", "C", "C", "C", "C", "C", "C", "C", "C", "C", "C", "C", "C", "C", "C", "C", "C", "C", "C", "C", "C", "C", "C", "C", "C", "C", "C", "C", "C", "C", "C", "C", "C", "C", "C", "C", "C", "C", "C", "C", "C", "C", "C", "B", "H", "H", "H", "H", "H", "H", "H", "H", "H", "H", "H", "H", "H", "H", "H", "H", "H", "H", "H", "H", "H", "H", "H", "H", "H", "H", "H", "H", "H", "H", "H", "H", "H", "H", "H", "H", "H", "H", "H", "H", "H", "H", "H", "H"], "coordinates": [[-1.02545, -0.41623, -3.64759], [-3.78793, -0.51554, -3.51834], [3.73762, 3.75450, -6.70472], [-2.70346, -0.86765, -1.40556], [-2.66383, -2.61934, -3.18927], [0.83785, -2.93424, 3.60867], [-1.40313, 0.07000, -5.06737], [-10.52416, -5.09475, -0.07134], [-5.72159, -6.23301, 1.96530], [4.40484, 6.36045, -3.25475], [2.60177, -0.13090, 0.66226], [-1.19404, -5.90512, 7.55248], [9.08645, 8.92719, -3.20250], [-0.06000, -1.64543, -3.81948], [1.86596, 1.37262, -1.29609], [1.15218, 1.90337, 1.26604], [-1.37651, -4.52481, 2.99357], [-8.35839, -5.10044, -1.83947], [-9.41835, -5.32855, 0.40062], [-0.71139, -5.24506, 6.64056], [8.41040, 6.12055, -6.23759], [8.66679, 7.08483, -5.26152], [-2.46890, -5.35794, 2.74776], [-1.30552, -5.28799, 5.28954], [0.38956, -3.63968, 4.50510], [1.06962, -4.37505, 8.14542], [-7.87303, -6.14872, 3.74740], [2.12615, 2.44459, 2.31510], [6.96002, 8.68186, -2.23587], [8.00027, 8.36019, -3.23275], [2.18054, -2.88877, 6.05920], [-0.36485, 0.91555, -2.50831], [-8.00843, -5.89058, 2.37686], [7.71300, 7.35122, -4.27168], [1.26598, 2.66420, -1.82827], [4.98175, 9.35648, -0.38070], [5.73045, 8.02546, -2.26246], [-2.59983, -1.15176, -2.85558], [-10.23301, -5.73291, 4.06111], [0.27752, 2.29274, -3.12445], [-2.97498, -6.16420, 3.76693], [2.77807, -2.87725, 7.32059], [-8.98567, -6.06954, 4.58621], [4.73688, 8.36749, -1.33580], [-10.37282, -5.48941, 2.69310], [-6.96705, -5.63062, 0.06816], [-5.83605, -5.61190, -0.75703], [0.97419, 2.26007, -4.61812], [-2.39865, -6.12756, 5.03847], [6.25336, 5.68114, -5.23928], [0.47855, -4.40191, 6.87553], [1.83984, 3.59949, -4.99824], [7.20877, 5.41288, -6.22057], [1.00326, 0.24786, -1.89959], [1.02490, -3.64769, 5.83784], [-6.81906, -5.94177, 1.50386], [-9.25868, -5.57368, 1.84785], [-7.23013, -5.08926, -2.66080], [-0.78772, -4.49736, 4.26475], [3.37191, 3.12135, -5.38767], [5.46793, 6.96876, -3.25972], [7.20882, 9.66366, -1.26762], [-8.22492, -5.36039, -0.46931], [6.50147, 6.66104, -4.26927], [2.21748, -3.61220, 8.36490], [-5.96896, -5.33531, -2.11868], [6.21921, 9.99843, -0.34217], [0.33835, 0.85060, 2.04684], [1.86405, 1.09452, 0.19617], [1.39849, 4.11235, -5.98151], [3.67996, -2.29278, 7.48843], [2.84861, 1.14612, -1.59469], [1.79651, -0.23262, -2.64990], [-9.33895, -4.90204, -2.26864], [4.20701, 9.62417, 0.33456], [0.56152, -0.47696, -1.06097], [-5.08812, -5.31405, -2.75654], [1.62530, 1.26890, -4.65237], [3.04137, 1.72166, 2.45326], [7.01273, 4.65489, -6.97578], [1.51572, 2.44637, 3.33902], [3.76914, 7.86886, -1.35703], [2.45752, 3.55537, 2.11950], [9.14971, 5.92038, -7.00995], [-7.33488, -4.88277, -3.72368], [2.62080, -2.30843, 5.25001], [-0.98377, -3.90182, 2.19169], [-1.14530, 1.24535, -1.69831], [-4.84892, -5.80817, -0.34175], [2.67785, -3.59598, 9.35035], [1.82425, 4.44116, -4.15714], [2.24908, 3.23204, -2.19746], [-6.90148, -6.40728, 4.16527], [-0.16726, 0.09860, 1.29298], [-0.43819, 1.41162, 2.72172], [3.49583, 1.96518, -5.52908], [0.12432, 2.15310, -5.44757], [0.64081, -4.95058, 8.96391], [9.60926, 7.62969, -5.27801], [-8.87785, -6.26637, 5.65065], [-3.82040, -6.82074, 3.57278], [-2.80184, -6.75786, 5.82952], [-2.92219, -5.38089, 1.75912], [2.04796, -0.94388, 0.47162], [-11.35082, -5.23028, 2.29065], [8.17075, 10.17255, -1.23453], [0.78593, 3.36152, -0.98786], [-11.09843, -5.66180, 4.71644], [5.31538, 5.12867, -5.23556], [1.12079, 0.32471, 2.77297], [4.06231, 3.48237, -4.50356], [-0.42259, 3.25730, -3.18754], [6.41279, 10.76377, 0.40630]], "forces_ev_per_angstrom": [[2.20, -3.47, -7.31], [4.22, -2.26, 2.56], [-0.54, -1.30, 3.17], [0.48, -1.27, -4.72], [0.29, 5.60, 1.70], [-0.14, -0.13, 0.24], [0.67, -0.58, 5.71], [0.75, -0.14, 0.29], [-0.47, 0.16, -0.24], [0.22, 0.01, 0.06], [-2.65, 1.70, -2.31], [0.33, 0.46, -0.61], [-0.81, -0.42, 0.00], [-3.12, 4.72, 2.22], [-0.80, -0.61, 0.21], [0.97, -1.37, -0.69], [-0.29, -0.25, -0.01], [0.26, 0.01, -0.16], [-1.43, 0.28, -0.55], [-0.63, -0.86, 1.15], [-0.05, 0.21, 0.31], [-0.04, -0.20, -0.21], [0.31, 0.21, 0.12], [-0.45, -0.26, -0.40], [0.37, 0.58, -0.83], [0.24, 0.16, 0.02], [-0.26, 0.04, 0.18], [0.10, 0.63, 1.26], [-0.19, 0.37, 0.55], [1.49, 0.77, -0.01], [0.15, 0.02, 0.32], [1.86, 1.51, 0.42], [-0.19, -0.07, 0.57], [0.17, -0.30, -0.53], [1.66, 2.46, -1.60], [0.02, -0.28, -0.29], [-0.26, 0.33, 0.46], [-4.28, -1.28, 0.27], [0.08, 0.04, -0.39], [-0.17, 2.01, 0.11], [0.17, 0.00, 0.34], [-0.23, -0.05, -0.29], [0.23, 0.01, -0.29], [0.08, 0.25, 0.26], [0.03, -0.05, 0.31], [0.25, 0.10, -0.55], [-0.02, 0.09, -0.35], [-0.39, -0.75, 0.05], [-0.10, 0.03, -0.32], [0.24, -0.04, -0.17], [0.48, 0.22, 0.42], [0.29, -0.15, -0.83], [-0.19, 0.10, 0.26], [-0.88, -1.89, 0.22], [0.45, 0.19, 0.33], [1.11, -0.32, 0.55], [-0.28, -0.02, 0.61], [-0.21, -0.01, 0.29], [-0.34, -0.13, -0.40], [-0.39, 0.77, 0.01], [-0.83, -0.50, -0.06], [-0.22, 0.06, 0.18], [0.30, 0.06, -0.61], [0.12, -0.34, -0.45], [-0.27, -0.15, -0.16], [-0.06, -0.05, 0.38], [0.17, -0.16, -0.27], [0.46, -0.29, 0.75], [0.56, -1.66, 4.54], [0.91, -1.28, 2.24], [-0.17, -0.11, -0.04], [-1.13, 0.76, 0.02], [-2.80, 0.40, 1.38], [0.17, -0.06, 0.28], [0.14, -0.06, -0.15], [1.66, 1.19, -1.85], [-0.15, -0.03, 0.12], [-1.16, 2.09, -0.21], [-1.63, 1.47, -0.19], [0.00, 0.15, 0.15], [1.47, 0.14, -2.23], [0.30, 0.04, -0.13], [-0.58, -2.33, 0.14], [-0.13, 0.05, 0.16], [0.00, -0.05, 0.21], [-0.23, -0.20, 0.10], [0.04, -0.12, 0.31], [1.43, -1.15, -1.43], [-0.33, -0.02, 0.04], [-0.10, -0.02, -0.19], [0.22, -1.95, -1.74], [-2.45, -0.78, 0.56], [-0.18, 0.09, -0.26], [0.77, 1.38, 1.75], [1.30, -1.14, -1.57], [-0.40, 2.34, 0.06], [1.76, -0.03, 2.16], [-0.02, 0.07, -0.32], [-0.29, -0.06, 0.16], [0.00, 0.03, -0.21], [0.16, 0.19, 0.00], [0.22, 0.24, -0.08], [0.03, -0.02, 0.22], [1.24, 1.04, 0.43], [0.32, -0.08, -0.07], [-0.19, -0.22, -0.17], [0.88, -2.15, -1.70], [0.16, -0.02, -0.15], [0.22, 0.31, 0.02], [-2.03, 0.51, -1.61], [-0.89, -0.50, -2.22], [0.94, -2.53, 0.39], [-0.02, -0.15, -0.16]], "charge": 1, "homo_ev": -11.1}

[2]
{"formula": "C52H44N6RuSb", "method": "the ωB97M-V functional and the def2-TZVPD basis", "species": ["Sb", "Ru", "N", "N", "N", "N", "N", "N", "C", "C", "C", "C", "C", "C", "C", "C", "C", "C", "C", "C", "C", "C", "C", "C", "C", "C", "C", "C", "C", "C", "C", "C", "C", "C", "C", "C", "C", "C", "C", "C", "C", "C", "C", "C", "C", "C", "C", "C", "C", "C", "C", "C", "C", "C", "C", "C", "C", "C", "C", "C", "H", "H", "H", "H", "H", "H", "H", "H", "H", "H", "H", "H", "H", "H", "H", "H", "H", "H", "H", "H", "H", "H", "H", "H", "H", "H", "H", "H", "H", "H", "H", "H", "H", "H", "H", "H", "H", "H", "H", "H", "H", "H", "H", "H"], "coordinates": [[-30.57356, -5.20497, 9.19160], [-23.59366, -3.94621, 3.98814], [-26.68569, -4.15917, 4.43886], [-20.58182, -2.60733, 3.29014], [-24.11465, -1.94176, 3.67070], [-23.83285, -4.15595, 2.13850], [-23.50691, -5.88939, 4.30011], [-23.46660, -3.58424, 6.06604], [-22.94673, -8.22860, 3.89176], [-32.58651, -5.91017, 9.12890], [-24.29543, -1.29417, 2.56927], [-25.36891, 1.09877, -1.03259], [-23.82584, 0.83120, 7.49443], [-21.67349, -6.79809, 8.52014], [-28.43424, -7.27740, 7.62204], [-24.70114, -0.18905, 6.91637], [-23.56013, -9.44221, -0.12550], [-23.38159, -4.53259, 6.95533], [-29.90040, -7.00156, 7.86504], [-21.39400, -8.08450, 0.79599], [-25.34162, 0.03720, -0.03345], [-23.90188, -5.33066, 0.08486], [-21.53239, -3.17770, 3.75580], [-24.12399, -3.25953, 1.15626], [-22.95771, -6.65842, 7.97653], [-30.09006, -5.90051, 11.14316], [-23.56583, -5.36474, 1.39767], [-21.45593, -7.32654, 9.81128], [-23.18090, -6.90262, 3.34326], [-22.94561, -7.94223, 5.39487], [-24.01267, -7.24224, 8.71568], [-24.28578, -3.94061, -0.17013], [-23.70798, -8.33504, 0.56806], [-23.74852, -2.57365, 8.13013], [-22.32015, -9.90720, -0.56352], [-24.42913, 1.23515, -2.01000], [-24.28503, 1.73098, 8.51719], [-26.53354, 0.77548, 8.27943], [-23.30794, -6.56929, 5.47853], [-23.13671, -0.53945, -0.77154], [-22.66278, -7.56784, 1.05083], [-23.17036, -5.89087, 6.77253], [-21.22760, -9.23912, 0.00120], [-26.04120, -0.25235, 7.34222], [-24.25828, -1.78661, 1.29586], [-25.57003, -4.09228, 4.52913], [-24.91865, 0.05032, 4.19902], [-33.30021, -5.76540, 7.77430], [-23.33214, 0.38917, -1.80967], [-23.50501, -3.88690, 8.29584], [-30.24795, -7.32521, 11.55247], [-25.70298, 1.77338, 8.78750], [-24.21910, -0.74760, 0.10031], [-22.51203, -7.75590, 10.57001], [-24.26881, -1.25959, 6.07953], [-24.40955, -1.11661, 4.73723], [-23.69388, -7.80286, 9.94140], [-23.71157, -2.29903, 6.69727], [-23.26487, -6.60986, 2.00110], [-24.81253, -0.05010, 2.85578], [-32.63391, -5.71883, 6.89167], [-20.42905, -7.60393, 1.15208], [-22.66956, -8.63526, 6.20921], [-22.13538, -8.16160, 11.53115], [-29.56872, -8.01907, 11.00033], [-24.75683, -8.13267, 0.83693], [-20.41124, -7.38506, 10.10444], [-30.08742, -7.51848, 12.63093], [-33.22008, -5.52002, 9.93393], [-19.59639, -2.85207, 3.19995], [-26.23074, 1.76946, -0.95482], [-23.20955, -4.17688, 9.33097], [-22.76569, 0.76741, 7.40867], [-29.05927, -5.59553, 11.37335], [-33.97825, -6.58945, 7.60106], [-32.43266, -6.97217, 9.45469], [-22.91838, -9.08941, 3.30566], [-25.12483, 0.92128, 4.74919], [-30.75747, -5.20190, 11.69941], [-22.28239, -1.15810, -0.57419], [-30.46135, -7.84754, 8.17294], [-27.63488, 0.60612, 8.50069], [-24.30801, -3.66314, -1.20750], [-26.69483, -1.05225, 7.00055], [-26.11263, -0.14546, 0.66386], [-27.96811, -7.81955, 8.47436], [-22.56559, 0.56309, -2.58038], [-28.26398, -7.78487, 6.65405], [-24.42210, 2.04361, -2.72224], [-24.90369, 0.80783, 2.21655], [-22.34370, -10.73343, -1.26425], [-26.02969, 2.54242, 9.43178], [-20.88986, -6.40256, 7.94214], [-23.61340, 2.40294, 8.98644], [-23.83391, -1.76980, 8.77770], [-27.97031, -6.24517, 7.69640], [-30.32867, -6.54845, 6.96329], [-31.24406, -7.69807, 11.38740], [-24.42285, -10.00814, -0.48679], [-24.52708, -8.28503, 10.46076], [-24.01527, -6.07777, -0.60864], [-20.28001, -9.58987, -0.30169], [-24.93918, -7.51571, 8.20875], [-33.86224, -4.82203, 7.67733]], "forces_ev_per_angstrom": [[1.06, -0.82, -1.34], [0.05, 2.64, 0.78], [-5.16, -0.31, -0.39], [-1.37, -1.58, 0.26], [1.53, -2.41, 3.40], [0.26, -1.36, -5.19], [2.07, -5.24, 0.65], [0.05, 2.12, -0.73], [-0.28, 4.52, 5.22], [-0.32, -1.11, 0.57], [-0.94, 1.20, -1.25], [-2.32, -1.01, 2.06], [-1.99, -0.54, 1.83], [-1.28, 0.05, 0.98], [0.68, 1.51, 1.19], [-1.06, 2.95, 2.94], [0.08, -3.35, -3.16], [0.26, 1.94, 3.04], [-0.52, 2.02, 0.22], [1.69, 0.65, 0.29], [1.03, 1.71, -2.25], [-1.09, 5.76, 0.06], [2.71, 0.91, 0.42], [-0.74, 1.46, -3.98], [0.14, -1.25, 1.98], [0.20, 1.13, 0.69], [-0.69, -1.42, 2.87], [1.01, 1.07, -2.20], [-1.18, -0.21, 0.46], [-0.29, -1.33, -5.04], [1.37, -0.62, -1.06], [1.82, -2.06, 2.95], [-2.17, 1.24, 1.37], [0.71, -0.56, -3.09], [-0.27, 1.01, 1.32], [0.70, -0.94, 1.91], [-2.27, -2.03, -2.77], [-0.52, -2.00, -1.58], [1.07, 1.30, 1.70], [-1.62, 0.36, -0.24], [-0.92, -1.95, 0.31], [-0.93, -1.03, -2.46], [-1.32, 0.15, -0.90], [0.73, 2.55, 1.51], [1.43, -1.90, -2.88], [2.59, -0.04, 1.11], [0.32, 0.78, -0.32], [0.43, 0.52, -0.50], [1.94, -0.08, -1.25], [0.82, -0.01, 1.47], [0.20, -1.53, 0.26], [1.73, -1.47, -0.80], [-0.51, -1.65, 1.32], [3.47, -0.44, 0.96], [1.38, -0.49, -0.35], [-0.85, 0.08, -2.38], [-3.95, -0.62, 0.57], [0.24, -4.36, 1.68], [2.75, 1.67, -0.07], [-0.24, 3.18, 0.12], [0.03, -0.30, 0.51], [-1.53, -0.46, -0.22], [-0.50, 0.68, -0.64], [-1.48, 0.09, -0.39], [-0.37, 0.61, 0.30], [0.61, 0.48, 0.05], [-0.24, -0.02, 0.40], [0.20, 0.35, -0.38], [0.26, 0.31, -0.12], [-0.50, 0.49, -0.03], [0.21, -0.20, -0.28], [-0.62, -0.82, -1.21], [0.62, -0.12, -0.72], [-0.27, 0.24, -0.19], [-0.30, -0.16, -0.04], [-0.38, 0.58, -0.70], [0.39, -1.32, -0.52], [-0.51, 0.83, 0.51], [0.45, -0.59, 0.18], [0.61, 0.12, -0.59], [-0.70, -0.79, 0.20], [1.55, 0.90, 0.08], [-0.60, 1.07, 0.13], [0.10, 0.22, 0.03], [-1.04, 0.28, 0.28], [-0.32, -0.03, -0.66], [0.16, -0.52, 0.64], [0.18, 0.37, 0.56], [-0.07, -0.17, -0.23], [-0.24, -0.21, -0.30], [0.73, -0.03, 0.23], [-0.68, 0.52, 0.71], [1.18, 0.34, -0.50], [0.48, 0.51, 0.30], [-0.23, 0.92, 1.60], [0.13, -1.28, -0.81], [-0.08, -0.53, -0.08], [-0.58, -0.15, -0.28], [0.00, 0.32, 0.29], [0.15, 0.06, -0.09], [0.29, -1.68, -1.29], [1.23, -0.02, 0.12], [-0.10, 0.68, 0.42], [0.07, -0.33, 0.41]], "multiplicity": 6, "charge": 0, "homo_ev": [-5.3, -7.4]}